Molecular formula: C6H5FN2O2
Method: DFT, ωB97M-V with the def2-TZVPD basis set

Summary:
**SMILES**: C=CCC(F)(OC#N)OC#N
**Lowest unoccupied orbital energy**: 0.54 eV
**Relative energy (zero: lowest compared OMol25 entry of this formula, charge and spin)**: 40.2 kcal/mol
**Strongest force on any atom**: 3.73 eV/A
**Frontier orbital gap**: 0.428 hartree

Last column: Löwdin charge in e.
Geometry (Å):
1 C 2.077 -0.006 0.926  0.04
2 C 1.319 0.740 0.219  -0.19
3 C 0.609 0.296 -1.014  -0.03
4 C -0.854 0.008 -0.556  -0.47
5 F -1.588 -0.371 -1.649  0.13
6 O -1.036 -0.987 0.392  0.14
7 C -0.338 -2.071 0.253  -0.32
8 N 0.221 -3.045 0.160  0.22
9 O -1.468 1.189 -0.037  0.12
10 C -2.589 1.235 0.565  -0.33
11 N -3.618 1.278 1.028  0.20
12 H 2.601 0.467 1.748  0.09
13 H 2.011 -0.957 0.517  0.04
14 H 1.224 1.729 0.575  0.10
15 H 0.981 -0.602 -1.424  0.12
16 H 0.447 1.096 -1.704  0.13


Molecular formula: C6H5IN2O2
Method: DFT, ωB97M-V with the def2-TZVPD basis set

Summary:
**Lowest unoccupied orbital energy**: -1.00 eV
**Relative energy (zero: lowest compared OMol25 entry of this formula, charge and spin)**: 108.2 kcal/mol
**Strongest force on any atom**: 4.78 eV/A
**Frontier orbital gap**: 0.286 hartree

Last column: Löwdin charge in e.
Geometry (Å):
1 C -2.587 -0.205 0.224  -0.05
2 C -1.739 0.726 0.845  -0.07
3 C -1.980 -1.143 -0.628  -0.07
4 C -0.408 0.858 0.534  -0.02
5 C -0.591 -1.151 -0.794  0.00
6 C 0.199 -0.074 -0.267  -0.25
7 N 1.492 -0.210 -0.615  0.14
8 N 2.462 0.411 -0.168  -0.42
9 O 2.587 1.181 0.792  -0.12
10 O 3.616 0.081 -0.897  -0.60
11 I 5.148 0.416 0.322  1.02
12 H -3.515 -0.125 0.599  0.06
13 H -2.052 1.376 1.587  0.08
14 H -2.596 -1.919 -1.097  0.11
15 H 0.066 1.689 0.946  0.09
16 H -0.105 -1.910 -1.383  0.11


Molecular formula: C6H5N
Method: DFT, ωB97M-V with the def2-TZVPD basis set

Summary:
**Lowest unoccupied orbital energy (spin up / spin down)**: -0.64 / -0.64 eV
**Relative energy (zero: lowest compared OMol25 entry of this formula, charge and spin)**: 134.4 kcal/mol
**Strongest force on any atom**: 4.53 eV/A
**Frontier orbital gap (spin up / spin down)**: 0.297 / 0.297 hartree

Last column: Löwdin charge in e.
Geometry (Å):
1 C -1.713 0.253 4.716  -0.36
2 C -1.667 0.239 5.955  0.01
3 C -0.876 0.852 2.611  0.04
4 C -0.288 0.835 1.333  -0.11
5 C -0.208 -0.291 0.695  -0.17
6 C 0.570 -0.342 -0.550  -0.09
7 N -1.430 0.409 3.520  0.09
8 H 0.156 1.860 1.044  0.15
9 H -0.704 -1.117 1.159  0.12
10 H 1.608 -0.651 -0.229  0.10
11 H 0.583 0.843 -0.906  0.15
12 H 0.275 -1.098 -1.259  0.06


Molecular formula: C6H5N
Method: DFT, ωB97M-V with the def2-TZVPD basis set

Summary:
**SMILES**: C#C[C@@H]1N[C@@H]1C#C
**Lowest unoccupied orbital energy**: 1.09 eV
**Relative energy (zero: lowest compared OMol25 entry of this formula, charge and spin)**: 83.5 kcal/mol
**Strongest force on any atom**: 0.78 eV/A
**Frontier orbital gap**: 0.384 hartree

Last column: Löwdin charge in e.
Geometry (Å):
1 C -1.990 0.467 1.422  0.13
2 C -1.360 -0.159 0.606  -0.09
3 C -0.660 -0.965 -0.370  -0.29
4 N 0.605 -1.619 -0.036  0.07
5 C 0.627 -0.493 -0.967  -0.29
6 C 1.182 0.777 -0.556  -0.10
7 C 1.644 1.836 -0.218  0.13
8 H -2.543 1.031 2.138  0.03
9 H -1.298 -1.574 -1.006  0.14
10 H 0.928 -1.306 0.877  0.11
11 H 0.835 -0.772 -1.995  0.14
12 H 2.029 2.776 0.106  0.03


Molecular formula: C6H5N
Method: DFT, ωB97M-V with the def2-TZVPD basis set

Summary:
**Lowest unoccupied orbital energy (spin up / spin down)**: -1.19 / -0.78 eV
**Relative energy (zero: lowest compared OMol25 entry of this formula, charge and spin)**: 91.4 kcal/mol
**Strongest force on any atom**: 2.85 eV/A
**Frontier orbital gap (spin up / spin down)**: 0.280 / 0.281 hartree

Last column: Löwdin charge in e.
Geometry (Å):
1 C 0.914 -1.103 0.154  -0.08
2 C 1.810 0.024 0.111  -0.16
3 C -2.405 0.467 0.129  0.21
4 C -0.989 0.436 0.247  -0.33
5 C -0.448 -0.889 0.175  -0.08
6 C 0.007 1.398 0.019  -0.11
7 N 1.379 1.276 0.050  0.06
8 H 1.283 -2.160 0.078  0.11
9 H 2.924 -0.173 0.094  0.12
10 H -2.804 0.159 -0.786  0.01
11 H -1.290 -1.735 0.155  0.15
12 H -0.382 2.298 -0.426  0.10


Molecular formula: C6H5N
Method: DFT, ωB97M-V with the def2-TZVPD basis set

Summary:
**Lowest unoccupied orbital energy**: 0.51 eV
**Relative energy (zero: lowest compared OMol25 entry of this formula, charge and spin)**: 184.8 kcal/mol
**Strongest force on any atom**: 0.47 eV/A
**Frontier orbital gap**: 0.301 hartree

Last column: Löwdin charge in e.
Geometry (Å):
1 C 2.170 1.571 -0.283  0.12
2 C 1.551 0.575 -0.562  -0.09
3 C 0.757 -0.593 -0.882  -0.26
4 N 0.560 -1.648 0.149  0.08
5 C -0.513 -0.768 -0.171  -0.28
6 C -1.377 0.018 0.540  -0.15
7 C -2.561 0.362 0.837  0.07
8 H 2.714 2.455 -0.034  0.03
9 H 0.878 -0.988 -1.889  0.13
10 H 1.018 -1.384 1.023  0.11
11 H -2.125 -0.692 -0.172  0.20
12 H -3.074 1.091 1.444  0.04


no.,total energy (Eh),molar mass (g/mol)
1,-591.370167,156.12
2,-789.132510,264.02
3,-286.129011,91.11
4,-286.210052,91.11
5,-286.197576,91.11
6,-286.048651,91.11